Record 1
{
  "formula": "C28H70IN4O4PSSi2",
  "method": "wB97M-V/def2-TZVPD",
  "species": ["C", "C", "C", "O", "C", "Si", "I", "O", "Si", "C", "N", "C", "C", "O", "C", "O", "C", "C", "P", "S", "H", "H", "H", "H", "H", "H", "H", "H", "H", "H", "H", "H", "H", "H", "H", "H", "H", "H", "H", "H", "H", "H", "H", "H", "H", "C", "C", "N", "C", "C", "C", "C", "H", "H", "H", "H", "H", "H", "H", "H", "H", "H", "H", "H", "H", "H", "H", "C", "C", "N", "C", "C", "C", "C", "H", "H", "H", "H", "H", "H", "H", "H", "H", "H", "H", "H", "H", "H", "H", "C", "C", "N", "C", "C", "C", "C", "H", "H", "H", "H", "H", "H", "H", "H", "H", "H", "H", "H", "H", "H", "H"],
  "xyz": [[-0.9147, -0.1805, 0.3361], [0.2795, -1.1036, 0.5278], [1.3348, -0.5619, 1.5048], [2.4330, 0.0933, 0.8566], [3.4413, 0.3579, 1.8114], [3.7538, 2.1807, 2.2354], [4.2940, 2.2310, 4.6576], [5.1386, 2.6617, 1.4623], [5.0467, 3.8257, 0.2477], [3.6899, 3.4793, -1.0207], [2.8485, 4.6489, -1.2976], [5.0094, 5.6089, 0.9124], [5.4629, 5.7324, 2.3758], [4.9501, 6.9175, 3.0075], [3.9804, 6.6859, 3.9379], [4.2383, 6.2265, 4.9746], [2.5827, 7.0986, 3.6160], [2.1642, 8.3156, 4.4664], [1.9983, 3.5644, 2.0143], [0.6256, 3.0146, 0.7261], [-1.7844, -0.7578, 0.0409], [-0.7047, 0.4888, -0.4870], [-1.1802, 0.3438, 1.2420], [0.7623, -1.3968, -0.3962], [-0.0894, -2.0217, 0.9705], [1.6701, -1.4009, 2.1049], [0.8537, 0.2085, 2.1033], [4.3931, -0.0426, 1.4692], [3.2455, -0.1529, 2.7483], [6.3292, 3.7336, -0.4836], [4.1835, 3.2381, -1.9550], [3.1014, 2.5868, -0.7801], [2.4725, 5.0493, -0.4499], [2.0919, 4.3954, -1.9126], [5.7336, 6.1601, 0.3312], [4.0609, 6.1034, 0.7361], [5.2898, 4.8408, 2.9688], [6.5330, 5.8666, 2.3519], [1.8992, 6.2930, 3.8467], [2.4383, 7.3458, 2.5724], [1.3634, 8.8409, 3.9745], [1.7540, 7.9640, 5.3987], [3.0059, 8.9659, 4.6358], [2.3908, 4.8929, 1.7390], [1.4131, 3.6071, 3.3003], [-6.4031, -0.6651, -1.8556], [-5.5069, 0.2817, -1.0703], [-4.9446, 1.3408, -1.8839], [-3.8546, 2.0507, -1.2360], [-4.1689, 2.8433, 0.0376], [-5.9024, 2.1638, -2.6003], [-6.9862, 2.8822, -1.7871], [-5.8840, -1.0548, -2.7323], [-6.6871, -1.5112, -1.2279], [-7.3233, -0.1805, -2.1849], [-4.6805, -0.3062, -0.6605], [-6.0693, 0.6704, -0.2065], [-3.3864, 2.7209, -1.9622], [-3.0824, 1.3143, -0.9924], [-4.7221, 3.7571, -0.1762], [-3.2351, 3.1427, 0.5195], [-4.7341, 2.2542, 0.7610], [-6.4011, 1.5334, -3.3424], [-5.3544, 2.9000, -3.1932], [-7.4748, 2.2187, -1.0721], [-7.7590, 3.2571, -2.4618], [-6.5921, 3.7412, -1.2466], [3.6694, -3.8535, -6.4430], [3.6824, -3.0071, -5.1783], [2.3693, -2.5208, -4.8050], [2.4024, -1.4699, -3.8029], [2.9510, -1.8148, -2.4145], [1.3473, -3.5363, -4.6221], [1.6120, -4.6504, -3.6016], [3.1819, -3.3225, -7.2617], [4.6924, -4.0778, -6.7483], [3.1576, -4.8055, -6.2943], [4.3245, -2.1419, -5.3642], [4.1620, -3.5815, -4.3699], [1.3956, -1.0567, -3.6936], [3.0019, -0.6474, -4.2072], [2.2602, -2.4298, -1.8390], [3.1040, -0.8968, -1.8420], [3.9090, -2.3335, -2.4720], [1.1604, -4.0057, -5.5922], [0.4052, -3.0416, -4.3733], [2.6045, -5.0886, -3.7158], [0.8849, -5.4532, -3.7426], [1.5052, -4.3011, -2.5755], [-1.0031, -5.4268, 0.5990], [-1.5237, -6.0199, 1.8990], [-2.2597, -5.0627, 2.7019], [-2.4907, -5.5058, 4.0659], [-3.3650, -6.7459, 4.2833], [-3.3838, -4.4190, 2.0445], [-4.4861, -5.3114, 1.4616], [-0.4278, -4.5193, 0.7895], [-0.3480, -6.1418, 0.0992], [-1.8110, -5.1859, -0.0937], [-0.6619, -6.3601, 2.4795], [-2.1164, -6.9190, 1.6688], [-2.9079, -4.6733, 4.6390], [-1.5123, -5.6988, 4.5184], [-4.4188, -6.5388, 4.1024], [-3.2797, -7.0753, 5.3211], [-3.0602, -7.5808, 3.6515], [-2.9904, -3.7978, 1.2341], [-3.8326, -3.7059, 2.7403], [-4.0825, -6.1316, 0.8663], [-5.1251, -4.7178, 0.8041], [-5.1275, -5.7300, 2.2354]],
  "mulliken_charge": [-1.294, 0.617, -0.630, -0.197, -0.687, 0.492, -0.197, -0.305, 0.248, -0.367, -0.579, -0.568, -0.563, -0.370, 0.440, -0.520, 0.106, -1.375, 0.011, -0.261, 0.403, 0.289, 0.298, -0.187, -0.215, 0.471, 0.277, 0.322, 0.443, -0.297, 0.473, 0.174, 0.109, 0.296, 0.577, 0.361, 0.227, 0.371, 0.132, 0.265, 0.387, 0.336, 0.350, -0.121, 0.203, -1.506, -0.180, 0.147, -0.428, -1.098, -0.726, -0.933, 0.341, 0.435, 0.316, 0.349, 0.243, 0.328, 0.143, 0.315, 0.400, 0.266, 0.390, 0.357, 0.248, 0.378, 0.255, -1.448, -0.326, 0.170, -0.896, -0.412, -0.737, -0.788, 0.334, 0.439, 0.291, 0.456, 0.264, 0.319, 0.401, -0.106, 0.176, 0.402, 0.375, 0.337, 0.241, 0.375, 0.136, -1.155, -0.403, 0.203, -0.695, -1.005, -0.488, -1.045, 0.062, 0.463, 0.286, 0.468, 0.268, 0.350, 0.413, 0.221, 0.414, 0.279, 0.066, 0.426, 0.247, 0.384, 0.258],
  "gap_ev": 8.089,
  "largest_force_ev_per_a": 3.63,
  "e_tot_ha": -3245.08821,
  "lumo_energy_ev": 0.055
}

---

Record 2
{
  "formula": "C28H70N7O6",
  "method": "wB97M-V/def2-TZVPD",
  "species": ["C", "C", "C", "N", "C", "N", "N", "C", "C", "C", "C", "C", "C", "O", "C", "C", "O", "H", "H", "H", "H", "H", "H", "H", "H", "H", "H", "H", "H", "H", "H", "H", "H", "H", "H", "H", "H", "H", "H", "H", "H", "H", "H", "C", "C", "C", "O", "C", "N", "H", "H", "H", "H", "H", "H", "H", "H", "H", "H", "H", "C", "C", "C", "O", "C", "N", "H", "H", "H", "H", "H", "H", "H", "H", "H", "H", "H", "C", "C", "C", "O", "C", "N", "H", "H", "H", "H", "H", "H", "H", "H", "H", "H", "H", "C", "C", "C", "O", "C", "N", "H", "H", "H", "H", "H", "H", "H", "H", "H", "H", "H"],
  "xyz": [[4.8805, -2.1801, -0.7561], [6.2919, -2.1109, -0.1758], [6.8449, -0.7126, -0.0817], [6.9216, -0.0901, -1.4333], [6.7935, 1.2523, -1.5316], [7.2270, 1.8648, -2.5981], [6.1854, 2.0145, -0.5381], [4.7065, 1.9823, -0.8008], [3.9557, 2.9668, 0.0790], [2.4843, 3.0956, -0.3370], [1.7411, 1.7597, -0.4937], [1.8011, 1.1379, -1.8960], [0.6079, 0.2217, -2.2093], [0.1712, -0.4757, -1.0622], [-1.0996, -0.0926, -0.5589], [6.5142, 1.3973, 0.7553], [6.0686, 0.0631, 0.7969], [4.2244, -1.4481, -0.2808], [4.8611, -1.9786, -1.8338], [4.4563, -3.1740, -0.6257], [6.9929, -2.7593, -0.7082], [6.2655, -2.4789, 0.8533], [7.8710, -0.7296, 0.3054], [6.4200, -0.5976, -2.1543], [7.0470, 2.8536, -2.7083], [7.7221, 1.3671, -3.3248], [4.5483, 2.2372, -1.8527], [4.3220, 0.9714, -0.6474], [4.4454, 3.9436, 0.0404], [3.9905, 2.6319, 1.1201], [1.9860, 3.6812, 0.4378], [2.4261, 3.6666, -1.2696], [2.1059, 1.0417, 0.2478], [0.6904, 1.9288, -0.2502], [2.7119, 0.5416, -2.0197], [1.8498, 1.9370, -2.6445], [0.9171, -0.5269, -2.9463], [-0.2120, 0.7897, -2.6630], [-1.3230, 0.9588, -0.7592], [-1.0987, -0.2568, 0.5195], [-1.8971, -0.6991, -0.9980], [7.6013, 1.4393, 0.8882], [6.0371, 1.9550, 1.5549], [-4.6570, -0.8477, -2.6430], [-4.8692, -0.9274, -1.1351], [-6.2250, -1.5027, -0.7136], [-7.3223, -0.6212, -0.8756], [-7.8773, -0.5923, -2.1747], [-4.6363, 0.3839, -0.5286], [-5.2008, -0.0070, -3.0747], [-3.5998, -0.6942, -2.8638], [-4.9813, -1.7622, -3.1438], [-4.1168, -1.6150, -0.7298], [-6.1556, -1.7001, 0.3573], [-6.4365, -2.4595, -1.2111], [-7.8474, -1.5809, -2.6433], [-7.3660, 0.1247, -2.8226], [-8.9182, -0.2841, -2.0773], [-4.6703, 0.2748, 0.4845], [-5.4414, 0.9739, -0.7376], [-7.5923, -0.4655, 2.5155], [-6.4488, -0.9229, 3.4113], [-6.7053, -0.7396, 4.9098], [-6.6114, 0.5981, 5.3587], [-7.7782, 1.3818, 5.1960], [-5.2119, -0.2621, 2.9702], [-7.6250, 0.6216, 2.4255], [-7.4522, -0.8620, 1.5146], [-8.5603, -0.8055, 2.8880], [-6.3109, -1.9984, 3.2544], [-5.9356, -1.2854, 5.4617], [-7.6783, -1.1649, 5.1887], [-8.6814, 0.7817, 5.3443], [-7.8269, 1.8524, 4.2108], [-7.7504, 2.1649, 5.9524], [-4.4208, -0.6511, 3.4743], [-5.2586, 0.7097, 3.2661], [-5.1458, 4.6379, -0.1619], [-6.5540, 4.2709, -0.6180], [-7.6531, 5.1731, -0.0465], [-7.9617, 4.9308, 1.3122], [-7.1295, 5.5754, 2.2553], [-6.7878, 2.8544, -0.3316], [-4.9617, 4.3065, 0.8609], [-4.4100, 4.1454, -0.7971], [-4.9797, 5.7159, -0.2090], [-6.5926, 4.3937, -1.7055], [-8.5782, 4.9738, -0.5929], [-7.4022, 6.2321, -0.1936], [-6.8189, 6.5632, 1.8996], [-6.2373, 4.9884, 2.4891], [-7.7096, 5.6996, 3.1688], [-7.6708, 2.5609, -0.7395], [-6.9261, 2.7562, 0.6711], [10.7009, -6.7159, -0.1679], [9.5741, -6.6513, -1.1933], [9.4812, -5.3151, -1.9376], [8.9296, -4.2458, -1.1793], [9.8317, -3.5979, -0.3049], [8.3194, -7.0363, -0.5479], [10.4409, -6.1803, 0.7459], [10.8887, -7.7514, 0.1104], [11.6268, -6.2942, -0.5633], [9.7830, -7.4021, -1.9617], [8.8055, -5.4408, -2.7865], [10.4607, -5.0191, -2.3341], [10.8435, -3.5557, -0.7178], [9.8679, -4.0802, 0.6743], [9.4747, -2.5752, -0.1649], [7.5853, -7.1422, -1.2402], [8.0171, -6.2801, 0.0587]],
  "mulliken_charge": [-1.270, -0.819, 0.369, -0.292, 0.404, -0.261, -0.014, 0.115, -0.927, -1.073, -0.152, -0.158, -0.831, -0.417, -0.789, -0.650, -0.378, 0.230, 0.312, 0.461, 0.346, 0.433, 0.304, 0.328, 0.304, 0.290, 0.486, -0.309, 0.329, 0.348, 0.353, 0.435, 0.219, 0.347, -0.015, 0.378, 0.413, 0.381, 0.359, 0.325, 0.205, 0.423, 0.377, -1.448, 0.523, -0.980, -0.241, -0.783, -0.445, 0.305, 0.215, 0.372, 0.585, 0.268, 0.436, 0.351, 0.238, 0.255, 0.246, 0.173, -0.499, 0.293, -0.911, -0.381, -0.512, -0.455, -0.082, -0.138, 0.388, 0.378, 0.382, 0.432, 0.296, 0.122, 0.252, 0.257, 0.251, -1.499, 0.191, -0.724, -0.353, -0.631, -0.294, 0.266, 0.340, 0.387, 0.456, 0.341, 0.413, 0.325, 0.199, 0.257, 0.208, 0.040, -1.387, 0.356, -0.801, -0.278, -0.476, -0.691, 0.285, 0.343, 0.348, 0.418, 0.343, 0.399, 0.357, 0.251, -0.001, 0.266, 0.279],
  "gap_ev": 6.471,
  "largest_force_ev_per_a": 0.60,
  "charge": 1,
  "e_tot_ha": -1943.24758,
  "lumo_energy_ev": -3.438
}